1.
{"formula": "C5H32N2O11", "method": "the ωB97M-V functional and the def2-TZVPD basis", "gap_ev": 8.8662, "homo_ha": -0.333, "e_above_lowest_kcal_mol": 103.8, "smiles": "C=N/C=C/CCN.O.O.O.O.O.O.O.O.O.O.O", "charge": 0, "symbols": ["C", "C", "C", "C", "N", "C", "N", "H", "H", "H", "H", "H", "H", "H", "H", "H", "H", "H", "H", "O", "H", "H", "O", "H", "H", "O", "H", "H", "O", "H", "H", "O", "H", "H", "O", "H", "H", "O", "H", "H", "O", "H", "H", "O", "H", "H", "O", "H", "H", "O"], "xyz": [[-1.21023, -1.67982, 1.92037], [-0.60170, -0.87180, 0.75895], [-1.47805, -0.79082, -0.46879], [-0.99767, -0.41692, -1.65870], [-1.63182, -0.80611, -2.85726], [-2.25909, -0.02055, -3.61519], [-0.13276, -2.05320, 2.85531], [-1.63478, -2.61846, 1.52430], [-1.98153, -1.11825, 2.43440], [-0.31430, 0.15982, 1.03984], [0.32674, -1.36892, 0.49520], [-2.49104, -1.16037, -0.33191], [-0.00769, 0.00194, -1.83534], [-2.37507, 1.06664, -3.48872], [-2.71063, -0.38032, -4.54385], [0.04997, -1.29492, 3.50632], [-0.32650, -2.89767, 3.37669], [1.02784, -5.26446, 0.53443], [0.86075, -4.47526, -0.77712], [1.50102, -4.99631, -0.25429], [-1.91436, 3.35694, -2.03126], [-0.93281, 4.60494, -2.13000], [-1.00996, 3.65880, -1.97090], [3.22299, 2.73116, 0.19435], [2.34103, 2.76114, -0.95038], [2.54828, 3.31914, -0.17332], [-0.70413, 1.57626, 3.46573], [-2.18019, 1.77610, 3.50214], [-1.49163, 1.32784, 4.00032], [2.32533, -1.87234, 0.41812], [1.93772, -2.30643, 1.83377], [2.45684, -1.64177, 1.35784], [-3.45803, 1.64351, -0.20798], [-3.90707, 2.85867, 0.65713], [-4.13122, 1.95502, 0.41519], [0.54232, 2.60258, -2.20518], [1.63643, 3.59641, -2.92819], [1.41941, 2.71626, -2.60643], [0.94842, -2.59467, -2.08264], [-0.60822, -2.64651, -1.83512], [0.21178, -3.16027, -1.81822], [2.97655, 0.11412, 2.20431], [2.39380, 0.34582, 0.91805], [2.69189, 0.86483, 1.67394], [0.88424, 1.22879, 1.79643], [0.85148, 2.67103, 2.09862], [0.23650, 1.93303, 2.03203], [1.98272, -0.15322, -1.39599], [3.02251, -1.17400, -1.55284], [2.09392, -1.10745, -1.29419]], "lowdin_charge": [-0.24, -0.19, -0.09, -0.20, -0.01, -0.02, 0.00, 0.12, 0.10, 0.09, 0.07, 0.12, 0.10, 0.07, 0.07, 0.08, 0.07, 0.02, -0.02, -0.08, 0.04, 0.07, -0.04, 0.02, -0.01, -0.08, -0.01, 0.02, -0.09, 0.02, 0.04, -0.10, 0.01, 0.03, -0.06, 0.01, 0.06, -0.08, 0.03, 0.02, -0.06, 0.05, 0.01, -0.06, 0.01, 0.06, -0.09, 0.06, 0.09, -0.04]}



2.
{"formula": "C5H32NO11", "method": "the ωB97M-V functional and the def2-TZVPD basis", "gap_ev": 11.2008, "homo_ha": -0.495, "e_above_lowest_kcal_mol": 89.1, "charge": 1, "symbols": ["O", "C", "C", "N", "C", "C", "C", "H", "H", "H", "H", "H", "H", "H", "H", "H", "H", "H", "H", "H", "H", "O", "H", "H", "O", "H", "H", "O", "H", "H", "O", "H", "H", "O", "H", "H", "O", "H", "H", "O", "H", "H", "O", "H", "H", "O", "H", "H", "O"], "xyz": [[1.02574, 1.19196, 0.68582], [0.23075, 0.18278, 0.06010], [-0.42843, 0.68480, -1.10470], [-1.98686, 0.71302, -0.98247], [-2.57803, 0.12344, -2.15876], [-1.44818, 0.25333, -3.22067], [-0.18911, -0.14157, -2.36471], [0.38808, 1.92050, 0.93918], [1.20462, -0.49185, -0.12469], [-0.40235, -0.28718, 0.86073], [-0.01414, 1.73897, -1.21640], [-2.41572, 0.36175, -0.07985], [-2.11531, 1.73934, -0.97122], [-3.52278, 0.64817, -2.48139], [-2.94827, -0.92089, -2.00060], [-1.32520, 1.30545, -3.75429], [-1.66031, -0.55775, -4.07424], [-0.11508, -1.25860, -2.23284], [0.90636, 0.27039, -2.76170], [3.20322, -3.00786, -0.57140], [3.27139, -1.64434, -1.14600], [2.60168, -2.32955, -0.87850], [0.04564, 0.65321, 3.17369], [-1.29877, 1.33764, 3.40889], [-0.66305, 1.28550, 2.74358], [-1.03652, 3.91596, 1.01394], [-1.09351, 4.33977, -0.38909], [-1.32623, 3.59658, 0.11037], [1.83122, -2.16322, 0.90312], [0.61080, -2.50294, 1.79570], [1.43184, -2.05478, 1.85879], [0.78074, 4.04056, 2.18711], [-0.11436, 2.94231, 2.86248], [-0.03155, 3.88922, 2.40969], [3.44414, 0.41296, 0.48666], [4.71537, 0.46482, -0.45670], [4.03000, -0.16466, -0.12696], [-0.30368, -4.17440, 0.07211], [-0.11099, -2.63264, -0.36774], [-0.43584, -3.29617, 0.27228], [-3.71817, -0.13361, 2.40536], [-2.19240, -0.01465, 2.29539], [-2.99442, -0.02455, 1.83340], [1.89642, 0.30779, 3.93031], [1.34829, -0.99075, 3.05226], [1.15332, -0.32859, 3.85608], [0.92285, -3.65582, -2.69650], [0.84039, -2.67992, -4.01472], [0.58640, -2.86392, -3.04089]], "lowdin_charge": [-0.10, -0.25, -0.27, 0.10, -0.16, -0.15, -0.15, 0.07, 0.14, 0.12, 0.17, 0.16, 0.15, 0.15, 0.15, 0.15, 0.15, 0.08, 0.19, 0.06, 0.06, -0.08, 0.06, 0.04, -0.09, 0.03, 0.02, -0.05, 0.07, 0.01, -0.07, -0.05, 0.10, -0.02, 0.09, 0.07, -0.10, 0.02, 0.03, -0.01, 0.04, -0.02, 0.00, 0.07, 0.06, -0.10, 0.01, 0.12, -0.08]}



3.
{"formula": "C5H32NO11S", "method": "the ωB97M-V functional and the def2-TZVPD basis", "gap_ev": 8.9219, "homo_ha": -0.421, "charge": 1, "symbols": ["O", "C", "C", "C", "C", "S", "C", "N", "H", "H", "H", "H", "H", "H", "H", "H", "H", "H", "H", "H", "H", "H", "O", "H", "H", "O", "H", "H", "O", "H", "H", "O", "H", "H", "O", "H", "H", "O", "H", "H", "O", "H", "H", "O", "H", "H", "O", "H", "H", "O"], "xyz": [[3.10834, 1.21182, 1.09870], [2.46443, 0.23699, 1.27316], [0.97402, 0.46067, 1.35609], [0.00834, -0.66643, 0.83529], [-1.22418, -0.85536, 1.75656], [-2.19785, 0.49252, 1.11115], [-3.90685, 0.34512, 1.64941], [0.76737, 1.63592, 0.37643], [2.88294, -0.67813, 1.57329], [0.75145, 0.50878, 2.45663], [0.61268, -1.65366, 0.82128], [-0.25198, -0.59456, -0.21703], [-1.10181, -0.62433, 2.76048], [-1.56674, -1.91945, 1.57948], [-4.17119, 1.42688, 2.08065], [-4.08926, -0.14996, 2.63157], [-4.54321, 0.22821, 0.94153], [0.97737, 1.18013, -0.56340], [1.50082, 2.39527, 0.44584], [-0.18367, 2.03517, 0.42984], [0.92759, -3.47500, 0.65940], [1.76398, -4.00354, -0.51348], [1.83388, -3.54224, 0.39121], [-0.59444, 3.85374, -1.27268], [-1.05677, 2.98640, -2.52840], [-1.23394, 3.20863, -1.58732], [-0.17372, 1.67122, -4.16717], [0.94317, 2.46699, -3.31774], [0.11121, 2.59866, -3.72928], [-2.38377, 0.08472, -3.49650], [-1.84737, 0.65459, -2.20270], [-1.58392, 0.12778, -2.94098], [4.38981, -1.20344, -2.55350], [3.09346, -1.71791, -1.44279], [3.34216, -1.41160, -2.40915], [0.78918, 0.04088, 4.58663], [0.50481, -1.33701, 5.18514], [0.37812, -0.78120, 4.43390], [0.44940, -0.08412, -2.45100], [1.98799, 0.42617, -2.51885], [1.03481, 0.65590, -2.24921], [-0.63151, -3.20854, -1.58838], [-1.23354, -4.20481, -0.73370], [-0.51284, -3.64679, -0.82308], [-0.67545, 3.06602, 3.39303], [0.17018, 2.48141, 4.55723], [-0.00228, 2.39230, 3.58275], [-0.71891, -2.85038, -4.00584], [-1.65906, -1.85187, -3.08447], [-0.84593, -2.36419, -3.15264]], "lowdin_charge": [0.10, -0.19, -0.22, -0.25, -0.45, 0.88, -0.37, 0.19, 0.13, 0.12, 0.11, 0.08, 0.02, 0.12, 0.08, 0.07, -0.06, 0.11, 0.17, 0.09, -0.03, 0.08, -0.10, 0.03, 0.00, -0.09, 0.13, 0.01, -0.10, 0.09, 0.03, -0.05, 0.14, 0.08, -0.17, 0.01, 0.05, 0.00, 0.03, 0.11, -0.09, -0.07, 0.03, 0.02, 0.05, 0.08, -0.07, 0.10, 0.03, -0.06]}